[1]
Computed, not measured: a structure of composition C32H34BrClIN5O4W in a non-equilibrium geometry, with wB97M-V/def2-TZVPD.

```
79
Properties=species:S:1:pos:R:3:forces:R:3
H -1.63095 1.27600 3.51617 0.0 0.0 0.0
H -1.14977 4.07648 -1.23383 -0.1 0.0 -0.1
H -3.38389 0.04846 1.02369 0.0 0.1 0.0
H 6.72700 2.82114 1.31209 0.0 0.0 0.0
H -5.71317 0.80863 0.72415 0.0 0.0 0.0
H 1.12118 1.50175 -2.59335 -0.2 0.1 -0.1
I -5.15023 1.46288 -4.39779 0.0 0.0 0.0
Cl -1.54867 6.11858 3.47053 0.0 0.0 0.0
C -2.44656 -4.38950 1.70366 0.0 -0.1 0.1
N 0.77120 0.54822 -2.47936 0.2 -0.1 0.2
C 4.66339 3.21641 0.94643 -0.1 0.0 0.0
H 4.42737 -1.97661 -3.61719 0.0 0.0 0.0
C 4.26615 0.51389 1.41730 0.0 -0.1 -0.1
H 1.19034 1.18361 1.96709 0.1 0.0 -0.1
H 3.02575 -2.67847 -2.78951 0.0 0.0 0.0
N -2.88080 0.22827 -0.96986 0.1 0.6 0.1
C -1.58251 -4.03691 0.56883 0.0 0.0 0.0
H -1.86327 -4.42914 -0.40630 0.0 0.0 0.0
C -3.74376 0.34097 0.04878 0.0 -0.3 0.0
H -5.06354 -6.42243 2.40337 0.0 0.0 0.0
C -3.46942 -5.31402 1.50404 0.0 0.1 0.0
C -4.06715 -5.16255 3.82421 0.0 0.0 0.0
C 2.01607 -0.94889 -4.60536 0.0 -0.1 0.0
C 1.76018 0.79184 1.10636 0.0 0.2 0.0
C 3.65840 0.64211 -3.54848 -0.1 0.0 0.0
H 4.11630 -1.57558 -1.93152 0.0 0.0 0.0
H -1.45300 -3.12529 3.13586 0.0 0.0 0.0
H -1.24886 5.37272 0.73706 0.0 0.0 0.0
H -2.61156 0.41595 -3.01045 0.0 0.1 0.0
Br -1.02453 -1.71375 -2.10292 0.1 -0.3 0.0
C 3.38207 2.68473 0.87395 0.1 0.0 0.1
C -1.14175 3.14800 -0.66351 -0.1 -0.4 0.0
C -1.32271 4.48269 1.34844 0.0 0.0 0.2
C -1.48027 4.58547 2.70665 0.0 0.0 -0.2
H -1.73196 3.51622 4.54761 0.0 0.0 0.0
H 2.71657 -1.25730 -5.38011 0.0 0.0 0.0
C -0.51284 -3.29930 0.61244 -0.2 0.0 -0.1
H 3.07664 1.49147 -3.91731 0.0 0.0 0.0
H 6.37918 0.40214 1.72572 0.0 0.0 0.0
H 2.02551 -1.12769 1.94794 0.1 -0.1 -0.1
C 3.17160 1.32143 1.11129 0.0 0.0 0.1
H 4.79522 4.27361 0.76143 0.0 0.0 0.0
C 5.54152 1.04146 1.48699 0.0 0.0 0.0
N 0.57821 -1.18832 0.58141 0.5 -0.1 -0.7
C -1.24899 3.20680 0.74140 0.1 0.0 -0.1
H 1.57874 3.03960 0.36302 0.0 0.0 -0.1
O -1.05512 2.07496 -1.33664 0.1 0.9 0.0
H 4.43225 0.44406 -4.28933 0.0 0.0 0.0
C -1.34231 2.03577 1.53486 0.1 0.0 0.1
H 1.32641 -1.77622 -4.43089 0.0 0.0 0.0
H 2.34979 0.01804 -1.42176 0.1 0.1 -0.1
C -1.53604 2.16495 2.90741 0.0 0.0 0.0
C -3.31458 0.54277 -2.19914 -0.1 -0.1 -0.1
H 0.31730 0.23271 -3.33288 0.0 0.1 -0.1
H 4.13522 -0.54657 1.59327 0.0 0.0 0.0
C -5.04974 0.75808 -0.12730 0.0 -0.1 0.0
H -3.62985 -5.73632 0.52003 0.0 0.0 0.0
C 0.59015 -2.58792 0.67392 -0.2 0.2 0.4
C 3.63823 -1.78332 -2.89213 0.0 0.0 0.1
H -2.89299 -3.81611 5.01351 0.0 0.0 0.0
O 1.10224 1.17724 -0.07881 0.1 0.1 0.0
H -6.49883 1.45249 -1.55241 0.0 0.0 0.0
C -5.48688 1.10509 -1.39313 0.0 0.0 0.0
N 1.70079 -0.66059 1.10684 -0.4 0.0 0.3
C -1.59482 3.41965 3.47848 0.0 0.0 0.0
H 1.55389 -3.03939 0.88722 0.0 0.0 0.0
W -0.49024 0.24522 -0.66799 -0.3 -1.2 0.2
C 5.73380 2.39782 1.25383 0.0 0.0 0.0
H 1.46815 -0.09608 -5.01516 0.0 0.0 0.0
H -4.69221 -5.46854 4.65194 0.0 0.0 0.0
C -2.24517 -3.84737 2.97518 0.0 0.0 -0.1
N 1.84009 -0.37863 -2.20625 -0.2 0.1 0.0
C -4.27569 -5.69945 2.56365 0.0 0.0 0.0
C -3.05290 -4.23290 4.02812 0.0 0.0 0.0
H 4.15316 0.93337 -2.61864 0.0 0.0 0.0
C -4.59988 0.98848 -2.45521 0.1 -0.1 0.0
O -1.25596 0.81373 1.00641 0.0 0.4 0.1
C 2.79027 -0.59900 -3.34006 0.0 0.0 0.0
O 2.36306 3.54819 0.59204 0.0 0.0 0.1
```
Forces are in eV/Å.

Calculated values
Total charge: +2
Strongest force on any atom, eV/A: 1.25
DFT total energy, eV: -141852.596
Energy above the lowest of the compared OMol25 structures with the same formula, charge and spin, eV: 0.556
2S+1: 3
E_LUMO (spin up / spin down), eV: -7.47 / -7.74
Orbital gap (spin up / spin down), eV: 5.88 / 5.57

***

[2]
Computed, not measured: a structure of composition C6H11NO in a non-equilibrium geometry, with wB97M-V/def2-TZVPD.

```
19
Properties=species:S:1:pos:R:3:forces:R:3
H -1.88220 -0.37467 2.07199 0.1 0.0 -0.1
H -2.63061 0.11883 0.54835 0.1 0.0 0.0
H -0.32564 3.73407 0.50631 0.3 -0.1 0.0
H -0.48053 -2.39384 -2.34526 0.2 0.0 0.1
C -0.01342 1.69854 0.99724 -1.3 -0.9 -0.2
H -0.59087 2.51737 -0.85436 -0.1 0.0 0.1
C -0.31187 2.69269 0.18274 0.0 0.0 0.0
O 0.37518 -2.32208 -1.90640 -0.1 -0.1 0.1
C 0.61397 -0.19155 0.03537 -0.1 -2.8 -1.2
H 1.93131 -0.66438 -1.47523 0.0 0.1 0.0
H -2.08746 -1.56271 0.74497 0.0 0.0 0.1
C 1.91541 -0.01520 -0.59284 0.1 0.0 0.1
N 0.00986 -2.29785 -0.50446 0.8 0.6 -0.2
H 2.07752 1.02030 -0.89344 -0.1 0.0 0.0
C -1.86634 -0.52374 0.99013 -0.2 -0.2 -0.2
C -0.55302 -0.20109 0.44347 0.6 3.6 1.6
H 0.26407 1.79975 2.04204 0.0 0.0 -0.1
H 0.83484 -2.72611 -0.07618 -0.1 -0.1 -0.1
H 2.71979 -0.30832 0.08556 -0.1 0.0 0.0
```
Forces are in eV/Å.

Calculated values
Strongest force on any atom, eV/A: 4.02
DFT total energy, eV: -9929.462
Energy above the lowest of the compared OMol25 structures with the same formula, charge and spin, eV: 8.992
E_LUMO (spin up / spin down), eV: 0.97 / 0.96
Orbital gap (spin up / spin down), eV: 7.69 / 7.03

***

[3]
Computed, not measured: a structure of composition C5H8N2 in a non-equilibrium geometry, with wB97M-V/def2-TZVPD.

```
15
Properties=species:S:1:pos:R:3:forces:R:3
N -0.51076 -0.97440 -0.45124 -1.5 -0.4 -0.2
H 0.08890 -1.54951 1.58244 -0.1 0.1 0.0
H 2.94361 -0.98867 -0.36671 0.1 0.2 -0.2
N 2.40852 -0.13862 -0.28684 -1.6 0.0 0.4
C 0.46026 -1.44251 0.55812 0.6 0.4 -0.6
H -2.97158 0.15349 0.06405 0.1 0.0 0.0
H -2.42304 0.88446 -1.43824 0.0 0.0 0.1
H -2.38250 1.83815 0.05786 0.0 0.0 0.0
C 0.25651 0.95175 0.35662 -0.4 0.4 0.0
C -2.23738 0.84223 -0.36208 0.0 0.1 0.0
C 1.15367 -0.20212 0.21478 1.4 -0.2 0.7
C -0.86697 0.33343 -0.10763 1.0 -0.3 -0.3
H 2.67923 0.70634 -0.76804 0.2 -0.2 -0.1
H 0.45486 1.94359 0.72748 0.1 0.0 0.0
H 0.94668 -2.35762 0.21942 0.1 0.1 0.0
```
Forces are in eV/Å.

Calculated values
Strongest force on any atom, eV/A: 1.61
DFT total energy, eV: -8291.796
Energy above the lowest of the compared OMol25 structures with the same formula, charge and spin, eV: 3.200
E_LUMO, eV: 0.83
Orbital gap, eV: 7.46

***

[4]
Computed, not measured: a structure of composition C3H7N2O2 in a non-equilibrium geometry, with wB97M-V/def2-TZVPD.

```
14
Properties=species:S:1:pos:R:3:forces:R:3
C -2.54170 0.16383 0.04535 2.1 -1.0 -0.9
H 0.88133 -1.28554 0.37799 0.7 -0.2 0.5
C -0.01517 0.49756 -0.20050 -0.5 -0.7 -0.9
H 0.05670 1.08990 -1.11515 -0.2 0.0 0.0
O -3.40672 -0.68792 0.34085 0.1 -0.1 0.1
N -1.15455 -0.38828 -0.27770 -3.2 -0.4 0.3
N 2.46125 0.54008 0.06419 -0.7 -1.0 2.9
H -0.13472 1.24034 0.59709 0.6 -0.3 0.2
H -1.26984 -1.17072 0.35742 1.5 -0.3 0.0
C 1.21835 -0.40215 -0.17838 -1.3 -0.6 -4.2
O -2.57907 1.37741 -0.04162 -1.0 2.2 0.0
H 3.26114 -0.07037 0.34085 -0.4 0.0 -0.6
H 1.66580 -0.08449 0.84006 3.5 2.5 2.6
H 1.55720 -0.81964 -1.15044 -1.1 -0.2 0.1
```
Forces are in eV/Å.

Calculated values
Total charge: -2
Strongest force on any atom, eV/A: 5.00
DFT total energy, eV: -10293.170
Energy above the lowest of the compared OMol25 structures with the same formula, charge and spin, eV: 3.811
2S+1: 2
E_LUMO (spin up / spin down), eV: 6.84 / 6.76
Orbital gap (spin up / spin down), eV: 2.99 / 8.01

***

[5]
Computed, not measured: a cluster of 2 separate species, C2H2Cl2O2S in total in a non-equilibrium geometry, with wB97M-V/def2-TZVPD.

```
9
Properties=species:S:1:pos:R:3:forces:R:3
S -0.69504 0.70646 -0.89095 0.1 -0.7 0.6
O -1.84826 0.62930 -1.71768 0.0 -0.1 -0.2
H 1.11355 0.65097 1.53758 -0.1 -0.9 0.6
H 0.59662 -1.21796 2.27556 0.1 -0.3 1.2
Cl -0.09520 -2.12507 -0.87609 0.2 -1.4 -0.8
C 0.92230 -0.42758 1.66386 -2.3 0.5 -4.2
C -0.45386 -0.82397 0.02705 2.2 2.4 2.5
Cl 0.95625 0.86755 -2.07369 0.1 -0.3 -0.4
O -0.49637 1.74029 0.05436 -0.3 0.9 0.6
```
Forces are in eV/Å.

Calculated values
Strongest force on any atom, eV/A: 4.78
DFT total energy, eV: -42074.312
Energy above the lowest of the compared OMol25 structures with the same formula, charge and spin, eV: 2.981
2S+1: 3
E_LUMO (spin up / spin down), eV: -0.29 / -2.23
Orbital gap (spin up / spin down), eV: 9.13 / 8.14

***

[6]
Computed, not measured: the molecule C2H10O2Si2 in a non-equilibrium geometry, with wB97M-V/def2-TZVPD.

```
16
Properties=species:S:1:pos:R:3:forces:R:3
C 2.86613 -0.28353 0.63089 -0.3 0.2 -0.6
H 2.62744 -1.25971 1.04538 -0.1 -0.2 0.0
H -1.32239 -0.76017 1.77859 -0.2 0.0 0.3
H 1.80454 1.64775 -1.08179 0.4 0.1 -0.3
H -3.59001 0.33738 -0.27338 -0.2 -0.1 0.0
H -1.92593 -1.92370 -1.03526 -0.2 -0.1 -0.1
O -1.15878 -1.55118 -0.60743 -0.1 -0.8 -0.5
Si -1.25975 -0.28173 0.39942 -0.6 0.8 -0.1
H 1.43365 -0.65345 -1.74677 0.0 -0.2 -0.2
O 0.16970 0.44265 0.20206 -0.3 0.2 0.3
H -2.88230 1.59592 0.71556 0.0 0.1 0.2
H 3.85188 -0.34195 0.18319 0.2 0.0 -0.1
H 2.92454 0.41622 1.46082 -0.1 0.2 0.0
Si 1.55994 0.27464 -0.62671 0.8 0.2 1.0
H -2.42703 1.45592 -0.96804 0.1 0.0 -0.2
C -2.67161 0.88495 -0.07655 0.4 -0.5 0.3
```
Forces are in eV/Å.

Calculated values
Strongest force on any atom, eV/A: 1.29
DFT total energy, eV: -22090.369
Energy above the lowest of the compared OMol25 structures with the same formula, charge and spin, eV: 0.000
E_LUMO, eV: 0.74
Structure (SMILES): C[SiH2]O[Si@@H](C)O
Orbital gap, eV: 11.00

***

[7]
Computed, not measured: a structure of composition C14H24AlBrINO7P in a non-equilibrium geometry, with wB97M-V/def2-TZVPD.

```
50
Properties=species:S:1:pos:R:3:forces:R:3
H -4.88593 3.10512 -1.26499 0.0 -0.1 -0.1
H 3.12979 1.15285 4.44741 -0.2 -0.3 -0.1
O -6.78840 -0.93707 -3.63731 0.0 0.0 -0.1
Br 4.22654 1.63819 -1.46778 0.2 -0.2 0.1
P 2.49445 0.29245 -0.79137 -0.8 -0.1 -0.4
H -0.57420 -0.63313 -2.07911 0.0 0.1 0.1
H -4.84309 -1.37806 -3.03550 0.0 0.1 0.1
C -5.37398 -0.71512 -3.71538 0.3 0.1 -0.1
C -7.31402 -0.70000 -2.44073 0.0 0.0 -0.1
H 5.33974 0.41503 4.48671 0.2 -0.3 -0.2
H 3.72761 2.75539 4.18223 -0.1 0.1 0.2
H -3.24492 3.56610 -0.76872 0.1 -0.1 0.1
N 4.01645 -2.35182 2.82050 1.0 -0.1 -0.6
C 5.00157 -3.25141 2.90891 -0.8 -0.5 1.0
H 1.33675 -0.57837 2.10848 0.0 0.1 0.0
H 5.43587 -0.58687 0.32225 0.0 0.1 -0.1
O -8.62653 -0.94649 -2.50751 -0.1 0.0 0.0
H -0.45864 -0.42591 -3.83455 -0.2 0.0 0.0
C 5.33935 -1.37951 1.05288 0.5 -0.1 -0.3
O 2.88504 -1.21021 -1.46241 0.3 0.7 -0.2
H 4.00142 2.30214 1.74941 -0.1 0.3 -0.2
Al 2.73843 -0.01886 1.58087 0.5 -0.2 0.3
H -5.12936 0.32214 -3.49690 0.0 0.0 0.2
C 6.33113 -2.32590 1.18047 0.0 -0.1 0.0
C 4.20902 -1.42237 1.85529 -1.5 1.2 0.3
H -9.23279 0.30939 -0.96674 0.1 0.0 0.1
H 4.87782 -4.02407 3.66398 -0.1 0.0 0.1
C -9.31890 -0.72975 -1.27940 -0.2 0.0 0.1
O -6.72233 -0.32804 -1.46395 0.0 0.0 0.1
C 3.25894 1.78152 2.34706 -0.2 -0.7 0.3
H 0.19936 0.81901 -2.76078 0.0 0.0 0.2
H -4.01401 2.10460 -0.08895 0.1 0.0 0.0
C 5.24528 1.29615 3.86001 -0.8 0.1 0.2
H -10.36356 -0.96279 -1.46678 0.0 0.0 -0.1
H 6.84753 -4.08957 2.28455 0.1 -0.1 0.1
O -1.55931 1.53848 -0.87764 0.0 0.0 0.1
I 1.45471 3.00684 2.30840 0.2 0.0 -0.2
C 6.12925 -3.29879 2.13805 0.7 -0.2 -0.3
H 5.82629 2.07971 4.33372 0.3 0.2 -0.1
C 3.76170 1.73915 3.78657 0.5 0.8 0.1
H -5.07330 -0.94046 -4.73435 -0.2 -0.1 0.0
O -1.88256 0.73426 -2.96382 -0.1 -0.1 -0.1
H 3.84332 -1.30869 -1.42772 0.1 -0.4 0.2
C -3.90857 2.72789 -0.97473 -0.2 0.1 0.1
O -3.42542 1.96138 -2.07570 -0.1 0.0 -0.2
H 7.22118 -2.34670 0.57102 0.1 0.1 -0.2
H -8.93764 -1.38796 -0.50080 0.1 0.1 0.0
C -2.21520 1.42047 -1.87142 0.0 -0.1 -0.1
H 5.61244 1.11719 2.85520 0.3 -0.2 0.0
C -0.59834 0.09250 -2.88894 0.2 -0.1 -0.2
```
Forces are in eV/Å.

Calculated values
Total charge: -1
Strongest force on any atom, eV/A: 1.93
DFT total energy, eV: -124761.855
E_LUMO, eV: 2.19
Orbital gap, eV: 6.39

***

[8]
Computed, not measured: a cluster of 2 separate species, C10H11Cl3O3 in total in a non-equilibrium geometry, with wB97M-V/def2-TZVPD.

```
27
Properties=species:S:1:pos:R:3:forces:R:3
C 0.52024 -2.03318 -2.96580 0.8 1.4 2.3
H -0.24131 2.10555 1.67180 0.6 -1.5 -0.3
C 2.71988 -0.06286 -2.19456 -0.7 -1.7 -2.3
C -0.94789 -1.30619 -0.87389 0.7 -1.1 -0.9
O -0.77418 -1.16628 0.53982 -0.7 1.3 -1.5
H -1.68588 0.00628 1.99999 1.2 0.1 -2.0
C -1.09748 0.15747 1.01984 0.0 0.9 1.6
H 0.69094 0.60211 2.29628 -0.7 0.8 -1.4
Cl -2.72893 0.84124 3.78700 -0.3 0.4 0.5
Cl -1.48456 3.47537 3.77933 -0.2 0.0 0.1
Cl -2.55684 2.38156 6.24942 -0.1 0.0 -0.1
H 3.37276 -0.18639 -4.32922 -0.8 -1.1 1.2
H 0.91095 1.20192 0.55388 -1.0 -0.3 1.0
H -3.71208 2.92034 4.27609 0.2 -0.1 0.0
C 1.95475 -2.02436 -3.68391 0.4 -0.5 -0.4
H -1.55272 -0.48323 -1.37063 0.7 -0.7 0.9
C 2.78390 -0.66255 -3.47803 -0.8 0.9 2.7
O 2.42353 -2.98275 -4.31433 -1.5 2.7 1.5
C -2.74856 2.46536 4.49332 0.0 0.0 0.1
C 1.81515 -0.82256 -1.10470 0.5 0.0 0.9
H -0.38204 -2.51624 -3.46358 1.5 0.5 0.7
C 0.43828 -1.41405 -1.69013 0.5 -0.9 -2.0
H -1.77883 0.76544 0.34220 0.7 -1.1 0.4
H 3.24256 0.91418 -1.93641 -0.7 -1.6 -0.2
O 2.18553 -0.96250 0.07028 -1.1 0.5 -3.4
C 0.15898 1.06893 1.39112 -0.3 -0.2 0.4
H -1.52615 -2.28262 -1.06516 0.9 1.4 0.3
```
Forces are in eV/Å.

Calculated values
Strongest force on any atom, eV/A: 3.58
DFT total energy, eV: -54253.599
E_LUMO, eV: -0.88
Structure (SMILES): CCOCC1=CC(=O)C=CC1=O.ClC(Cl)Cl
Orbital gap, eV: 8.67